Entry 1:
12
Properties=species:S:1:pos:R:3 method="wB97M-V/def2-TZVPD" relative_energy_ev=2.467 s2=2.051 homo_lumo_gap_ev="5.61 / 5.74" energy_ev=-18106.8991 homo_ev="-6.99 / -7.76" spin_multiplicity=3 fmax_ev_per_a=7.93 charge=0
C 0.60 -0.25 -0.27
H -0.21 0.07 0.37
Hg 2.14 -1.38 3.20
C 0.65 -1.57 0.22
H -0.71 2.69 -1.11
H 1.66 -1.53 -0.51
O -1.90 1.22 -1.95
C -0.69 1.62 -1.37
Mg -2.10 -0.43 -0.76
Li -0.73 0.53 1.96
O 0.82 -1.87 1.46
C 0.47 0.89 -1.25

---

Entry 2:
58
Properties=species:S:1:pos:R:3 method="wB97M-V/def2-TZVPD" relative_energy_ev=0.179 s2=8.775 homo_lumo_gap_ev="5.23 / 5.12" energy_ev=-399102.5813 homo_ev="-6.61 / -6.60" spin_multiplicity=6 fmax_ev_per_a=0.90 charge=0
Se 0.75 0.24 -2.79
H -3.66 -0.40 -2.41
Sb 3.14 -0.69 -2.62
H 0.16 3.40 1.25
N -2.24 -0.06 -0.87
H -1.31 2.46 1.48
C -2.73 1.31 -0.63
H -0.30 -6.22 -1.03
C 0.91 0.63 2.45
N 0.85 -2.77 1.64
C -0.14 -5.16 -0.93
C -0.24 -4.29 -1.96
C 0.28 3.45 -1.28
H -0.48 -4.63 -2.96
H 3.21 2.16 3.28
C -0.25 -0.46 3.96
H -2.79 1.46 0.44
H -0.55 -0.81 4.93
Fe 0.54 -0.06 -0.50
H 1.47 0.67 4.48
C -0.78 -0.66 2.73
Se 3.11 -2.74 -3.89
N 0.34 -2.34 -0.63
H -2.53 -1.97 -0.04
H 1.22 3.61 -0.75
H -0.20 4.42 -1.42
H -1.61 -1.29 2.47
H -3.75 1.41 -1.03
N 0.41 -5.32 1.44
C 3.70 2.58 1.26
C -1.84 2.39 -1.23
N -0.58 2.55 -0.51
C -2.94 -0.96 0.04
C -2.57 -0.46 -2.24
H -2.82 -0.60 1.06
Se 4.67 1.10 -3.14
H 4.60 3.15 1.41
N 1.96 1.45 0.47
C 0.01 -2.89 -1.76
H 3.36 2.34 -0.90
N 2.97 2.07 2.31
C 0.47 -3.19 0.45
H -4.02 -1.00 -0.18
H -1.39 4.08 0.73
C -0.80 3.15 0.81
Se 3.25 -1.24 -0.14
C 1.93 1.40 1.77
H -2.40 3.34 -1.25
H 0.51 3.01 -2.25
N 0.83 0.37 3.77
H -0.01 -2.23 -2.61
C 3.07 2.18 0.12
Se 0.92 -4.18 2.69
H -1.60 2.14 -2.26
H -2.26 -1.49 -2.40
N -0.06 0.03 1.78
H -2.06 0.16 -2.97
C 0.23 -4.61 0.34

---

Entry 3:
83
Properties=species:S:1:pos:R:3 method="wB97M-V/def2-TZVPD" relative_energy_ev=0.157 homo_lumo_gap_ev=8.78 energy_ev=-37366.4350 smiles=CC1(C)CCCC(C)(C)N1O.CC1(C)CCCC(C)(C)N1O.COC[C@H](C)N.CO homo_ev=-8.22 spin_multiplicity=1 fmax_ev_per_a=2.11 charge=0
H -0.48 -0.71 2.38
N 6.67 2.16 0.59
H -3.79 4.45 1.71
H -0.07 -4.10 -1.10
H -1.66 -4.47 -1.73
H 6.72 2.02 1.60
H 5.76 1.84 0.28
H 7.74 1.43 -1.03
C -1.14 -4.01 -0.89
H 6.24 0.03 -2.41
H -2.02 4.48 1.81
H -0.72 -6.72 -0.31
H 1.99 0.16 1.54
C 6.06 -0.83 -1.76
N -3.78 3.41 -0.85
H -4.83 0.77 -1.68
C -0.56 -1.77 2.61
H -0.77 1.77 -1.72
H -2.80 5.49 0.64
N -1.25 -3.85 1.53
H -3.69 1.97 1.52
C -1.07 -1.80 0.25
H 9.30 1.44 1.59
H -0.89 4.50 -0.48
O -5.07 3.43 -0.27
H 9.86 0.95 0.00
H -3.11 -1.04 2.12
H -2.65 1.05 0.57
C -3.73 2.65 -2.09
H -0.30 3.18 -2.43
H -3.52 -5.40 1.12
O 3.21 1.82 1.26
H 7.88 -0.98 -0.05
C 1.98 1.24 1.68
H -1.02 -6.58 1.42
H -2.35 3.88 -3.32
H -5.78 2.92 -2.84
H 0.28 -5.73 0.67
H 1.84 1.47 2.74
H -0.84 -1.93 3.65
H -3.38 -2.68 2.75
H 0.47 -2.14 2.52
H 6.99 -0.32 1.34
H -2.00 2.09 1.75
C 7.13 -0.23 0.26
C 9.07 1.50 0.52
H -4.68 2.79 -4.09
H -3.65 -4.23 -0.14
C -1.50 -2.41 1.58
H 9.33 2.54 0.33
H -1.57 -0.83 0.16
C -3.85 1.11 -2.04
H -4.72 4.28 -3.24
C -1.57 -4.72 0.39
H -0.82 -4.68 3.17
C -2.72 3.35 0.13
H -3.63 -2.39 1.09
C -2.75 2.06 0.96
H 7.00 -1.37 -1.93
C -1.13 2.79 -1.84
H -3.12 0.62 -1.39
H -2.21 2.15 -3.49
H -0.66 2.94 0.15
C -4.74 3.20 -3.08
H -5.49 4.17 -0.71
C -1.57 -2.56 -0.99
H 0.01 -1.77 0.11
H 3.92 1.55 1.84
C -1.34 3.51 -0.50
H -1.18 -2.02 -1.85
O 5.93 -0.51 -0.39
H 1.17 1.69 1.12
H 5.17 -1.40 -2.01
H -2.66 -2.42 -1.05
C -2.87 4.52 1.13
O -1.67 -4.49 2.75
C 7.66 1.22 0.04
C -0.77 -6.01 0.52
C -2.98 -2.10 1.92
C -2.36 2.95 -2.76
H -3.64 0.70 -3.03
C -3.06 -5.09 0.17
H -3.18 -5.94 -0.50

---

Entry 4:
16
Properties=species:S:1:pos:R:3 method="wB97M-V/def2-TZVPD" relative_energy_ev=1.865 homo_lumo_gap_ev=9.39 energy_ev=-7392.9001 smiles="C/C=C/O.C=C" homo_ev=-8.53 spin_multiplicity=1 fmax_ev_per_a=0.47 charge=0
C 1.80 -0.33 0.38
C 0.80 -0.88 -0.29
H 2.12 -0.71 1.35
H 0.36 -2.41 1.16
H -1.06 -1.69 0.39
H -0.99 1.66 1.14
H 3.19 0.98 0.51
H -3.13 1.10 0.03
H -0.21 1.99 -0.49
C -1.10 1.70 0.06
C -2.25 1.40 -0.54
H 0.52 -0.44 -1.25
C -0.03 -2.02 0.22
H -2.35 1.43 -1.62
O 2.48 0.76 -0.10
H -0.07 -2.84 -0.50

---

Entry 5:
13
Properties=species:S:1:pos:R:3 method="wB97M-V/def2-TZVPD" relative_energy_ev=0.428 homo_lumo_gap_ev=10.67 energy_ev=-56349.1734 smiles="C[C@H](Cl)C(Cl)(Cl)C(=O)Cl" homo_ev=-10.55 spin_multiplicity=1 fmax_ev_per_a=3.68 charge=0
H -0.28 -0.76 -1.20
Cl 0.73 1.84 -1.01
C 0.83 0.55 0.19
H -2.78 -0.31 0.11
C -1.85 0.22 -0.01
H -1.83 0.77 -0.87
H -2.04 0.86 0.90
C -0.57 -0.56 -0.11
Cl 2.46 -0.74 -1.67
O 2.78 -0.69 0.87
Cl -0.22 -1.99 0.93
Cl 0.66 1.12 1.89
C 2.09 -0.31 -0.01

---

Entry 6:
53
Properties=species:S:1:pos:R:3 method="wB97M-V/def2-TZVPD" homo_lumo_gap_ev=8.83 energy_ev=-34723.3150 smiles="N[C@@H](CO)c1nnc([C@H](Cc2ccc(O)cc2)NC(=O)C2CC[NH2+]CC2)o1" homo_ev=-10.98 spin_multiplicity=1 fmax_ev_per_a=1.44 charge=+1
H -2.09 3.83 1.51
C 2.20 -1.13 -2.41
H -2.15 1.40 -0.16
N -2.26 1.86 0.81
C 0.17 2.18 1.10
C -1.09 1.48 1.62
C 4.49 -0.59 1.18
O -1.35 0.96 -1.42
C 3.77 -1.76 0.97
N -2.97 -4.05 0.79
C -2.27 3.32 0.57
C -1.18 3.63 -0.46
H 2.10 -2.18 -2.69
H -0.98 0.39 1.58
C 3.04 -0.97 -1.18
H -3.42 -2.95 -0.91
H 0.92 3.14 -0.67
C 0.00 2.65 -0.35
H -2.51 -4.78 0.26
O -3.81 -0.48 0.29
H 1.80 1.13 -1.44
O -1.13 -1.94 -1.38
C -3.79 -1.77 0.88
N -0.82 -1.75 0.77
C 3.05 -1.94 -0.19
H 3.78 -2.53 1.73
H 3.86 0.93 -1.77
H 1.01 1.49 1.18
N 0.22 -1.16 0.14
C 4.51 0.38 0.18
H -3.25 3.62 0.19
N 0.87 0.82 -1.72
H 2.51 -2.86 -0.34
H -0.83 4.65 -0.32
H -2.50 -3.95 1.68
C 0.78 -0.56 -2.19
H -1.60 3.57 -1.47
H 0.40 3.05 1.71
C -0.21 1.41 -1.22
H -3.34 -1.65 1.86
H 2.64 -0.59 -3.25
C -2.97 -2.79 0.07
H 0.20 -0.60 -3.11
H 5.09 1.28 0.33
H -3.13 1.50 1.22
H 5.15 -1.11 2.90
O 5.19 -0.35 2.31
C -1.61 -2.19 -0.15
H -1.27 1.76 2.67
C 3.79 0.19 -0.98
H -4.81 -2.16 1.00
H -4.23 -0.54 -0.57
C 0.01 -1.28 -1.13

---

Please write out number 3 again, unchanged.
83
Properties=species:S:1:pos:R:3 method="wB97M-V/def2-TZVPD" relative_energy_ev=0.157 homo_lumo_gap_ev=8.78 energy_ev=-37366.4350 smiles=CC1(C)CCCC(C)(C)N1O.CC1(C)CCCC(C)(C)N1O.COC[C@H](C)N.CO homo_ev=-8.22 spin_multiplicity=1 fmax_ev_per_a=2.11 charge=0
H -0.48 -0.71 2.38
N 6.67 2.16 0.59
H -3.79 4.45 1.71
H -0.07 -4.10 -1.10
H -1.66 -4.47 -1.73
H 6.72 2.02 1.60
H 5.76 1.84 0.28
H 7.74 1.43 -1.03
C -1.14 -4.01 -0.89
H 6.24 0.03 -2.41
H -2.02 4.48 1.81
H -0.72 -6.72 -0.31
H 1.99 0.16 1.54
C 6.06 -0.83 -1.76
N -3.78 3.41 -0.85
H -4.83 0.77 -1.68
C -0.56 -1.77 2.61
H -0.77 1.77 -1.72
H -2.80 5.49 0.64
N -1.25 -3.85 1.53
H -3.69 1.97 1.52
C -1.07 -1.80 0.25
H 9.30 1.44 1.59
H -0.89 4.50 -0.48
O -5.07 3.43 -0.27
H 9.86 0.95 0.00
H -3.11 -1.04 2.12
H -2.65 1.05 0.57
C -3.73 2.65 -2.09
H -0.30 3.18 -2.43
H -3.52 -5.40 1.12
O 3.21 1.82 1.26
H 7.88 -0.98 -0.05
C 1.98 1.24 1.68
H -1.02 -6.58 1.42
H -2.35 3.88 -3.32
H -5.78 2.92 -2.84
H 0.28 -5.73 0.67
H 1.84 1.47 2.74
H -0.84 -1.93 3.65
H -3.38 -2.68 2.75
H 0.47 -2.14 2.52
H 6.99 -0.32 1.34
H -2.00 2.09 1.75
C 7.13 -0.23 0.26
C 9.07 1.50 0.52
H -4.68 2.79 -4.09
H -3.65 -4.23 -0.14
C -1.50 -2.41 1.58
H 9.33 2.54 0.33
H -1.57 -0.83 0.16
C -3.85 1.11 -2.04
H -4.72 4.28 -3.24
C -1.57 -4.72 0.39
H -0.82 -4.68 3.17
C -2.72 3.35 0.13
H -3.63 -2.39 1.09
C -2.75 2.06 0.96
H 7.00 -1.37 -1.93
C -1.13 2.79 -1.84
H -3.12 0.62 -1.39
H -2.21 2.15 -3.49
H -0.66 2.94 0.15
C -4.74 3.20 -3.08
H -5.49 4.17 -0.71
C -1.57 -2.56 -0.99
H 0.01 -1.77 0.11
H 3.92 1.55 1.84
C -1.34 3.51 -0.50
H -1.18 -2.02 -1.85
O 5.93 -0.51 -0.39
H 1.17 1.69 1.12
H 5.17 -1.40 -2.01
H -2.66 -2.42 -1.05
C -2.87 4.52 1.13
O -1.67 -4.49 2.75
C 7.66 1.22 0.04
C -0.77 -6.01 0.52
C -2.98 -2.10 1.92
C -2.36 2.95 -2.76
H -3.64 0.70 -3.03
C -3.06 -5.09 0.17
H -3.18 -5.94 -0.50

---

Which of these has the highest charge?
C18H26N5O4